Record 1
87
Properties=species:S:1:pos:R:3:forces:R:3 method="wB97M-V/def2-TZVPD" charge=0 de_lowest_kcal_mol=0.0 multiplicity=1 fmax_ev_per_a=0.14 e_homo_ev=-6.37
Cs -1.993636 -0.382996 -1.781313 -0.14 -0.04 0.00
C -0.749001 0.827818 -4.927773 -0.06 0.00 0.02
C 0.706535 0.370044 -4.805861 -0.01 0.00 0.03
C 1.009656 -0.721362 -5.826538 0.01 0.03 0.00
C 1.035683 -0.026410 -3.376943 0.07 -0.04 -0.06
C 1.299554 0.961154 -2.443995 -0.01 0.06 0.02
C 1.666538 0.702369 -1.120308 -0.05 -0.02 0.00
C 2.196667 1.950721 -0.379064 -0.01 0.04 0.00
C 2.852640 1.830523 1.000902 0.00 -0.01 -0.01
C 3.250318 2.656247 -1.256937 -0.02 -0.01 -0.01
C 1.586679 -0.635257 -0.663755 -0.03 -0.01 0.02
C 1.391661 -1.663194 -1.614571 0.06 -0.05 0.03
C 1.137465 -1.340361 -2.946807 -0.04 0.13 0.02
C 1.572880 -3.161214 -1.370576 -0.01 -0.01 0.00
C 3.044275 -3.568274 -1.503110 -0.02 0.01 0.00
C 0.954842 -3.729774 -0.103527 0.01 0.03 -0.03
C 1.877432 -0.949729 0.783369 0.01 0.00 -0.02
C 3.221909 -1.193326 1.061514 -0.01 0.00 -0.03
C 3.699815 -1.350285 2.349660 -0.02 0.00 0.04
C 2.819340 -1.214312 3.407664 0.03 -0.01 -0.02
C 1.474456 -0.999514 3.148271 -0.01 0.01 0.00
C 0.948794 -0.912310 1.855526 -0.01 0.00 0.03
P -0.907682 -0.869661 1.633905 0.04 -0.01 -0.01
C -1.617128 -2.141591 2.866582 -0.01 0.01 -0.04
C -1.179604 -2.175838 4.336963 -0.02 -0.01 0.00
C -3.142519 -1.954167 2.838178 0.03 0.00 0.01
C -1.324692 -3.532326 2.295333 -0.01 0.01 0.01
C -1.450644 0.856620 2.192615 0.03 -0.04 0.03
C -1.320475 1.175569 3.681017 -0.01 0.02 -0.02
C -0.575055 1.832331 1.407925 -0.04 0.01 0.01
C -2.900133 1.110132 1.753235 -0.02 0.05 0.02
H -0.949178 1.237789 -5.918548 0.02 0.00 0.00
H -1.001751 1.594803 -4.191960 0.01 0.01 -0.01
H -1.430006 -0.017235 -4.789936 0.00 0.00 -0.02
H 1.340081 1.232082 -5.037327 0.01 0.00 -0.01
H 0.343361 -1.578061 -5.703021 0.00 0.00 0.00
H 2.038686 -1.073848 -5.743804 0.00 -0.01 0.00
H 0.861323 -0.338532 -6.836770 0.00 0.00 0.00
H 1.263338 1.990409 -2.781141 0.01 0.00 0.00
H 1.344958 2.632108 -0.283823 0.01 -0.01 0.01
H 3.835882 1.366372 0.917171 0.00 0.00 0.01
H 2.289290 1.277228 1.743284 0.01 0.00 0.00
H 3.002649 2.841780 1.384136 0.01 0.00 -0.01
H 4.081425 1.976748 -1.459312 0.00 0.01 -0.01
H 3.645975 3.522148 -0.724434 0.00 0.00 0.01
H 2.865433 3.009112 -2.210059 0.01 0.00 -0.01
H 1.019400 -2.150732 -3.656364 0.01 -0.01 0.01
H 1.048932 -3.638670 -2.204033 -0.01 0.00 0.00
H 3.630530 -3.199262 -0.662135 0.01 0.00 0.00
H 3.480087 -3.180173 -2.425037 0.01 0.00 0.00
H 3.130278 -4.656606 -1.514901 0.00 0.00 0.00
H 1.548699 -3.506657 0.781804 -0.01 0.00 0.01
H 0.873327 -4.815643 -0.186255 0.00 0.00 0.00
H -0.043698 -3.324203 0.042121 -0.01 -0.01 0.02
H 3.918301 -1.208168 0.232066 0.00 0.00 0.00
H 4.752556 -1.533939 2.522125 0.00 0.00 0.00
H 3.166573 -1.278910 4.430954 0.01 0.00 0.00
H 0.812935 -0.894009 3.991259 -0.02 0.01 -0.01
H -1.200082 -1.204060 4.824442 0.01 0.00 0.01
H -0.188427 -2.611299 4.453914 0.00 0.00 0.01
H -1.877556 -2.824830 4.874661 0.01 0.00 0.01
H -3.458912 -1.115931 3.456681 -0.01 0.00 0.00
H -3.610181 -2.854850 3.244558 0.00 0.00 0.00
H -3.525228 -1.803593 1.826557 -0.02 0.00 0.00
H -0.255238 -3.738374 2.260934 0.00 -0.01 -0.01
H -1.743647 -3.653630 1.295510 0.01 -0.01 0.00
H -1.788349 -4.281023 2.944271 0.00 0.00 0.00
H -0.314315 0.990926 4.060638 0.00 -0.01 0.01
H -2.037560 0.615458 4.280440 0.00 0.00 0.01
H -1.535764 2.238151 3.830182 0.00 0.00 0.00
H 0.440675 1.848892 1.792269 0.00 0.00 -0.01
H -0.993734 2.838977 1.491450 0.01 0.00 0.01
H -0.551053 1.585173 0.343698 0.01 0.00 0.00
H -3.627138 0.487915 2.265387 0.00 0.01 0.00
H -3.055753 0.995049 0.680369 0.02 -0.06 0.02
H -3.146073 2.151856 1.982295 0.00 0.00 -0.01
S -4.988689 1.063820 -1.559244 0.07 0.02 0.02
C -4.096476 2.531354 -1.325960 0.04 -0.09 -0.02
C -4.775490 3.742905 -1.046743 -0.02 -0.03 -0.01
C -4.076352 4.907463 -0.864754 0.00 0.02 0.00
C -2.681528 4.891283 -0.954778 0.06 0.01 0.01
C -2.084035 3.679342 -1.216955 -0.03 0.01 -0.01
N -2.743883 2.529430 -1.396023 0.01 0.06 -0.04
H -5.854299 3.717064 -0.985753 0.00 0.00 0.00
H -4.604493 5.830285 -0.655040 0.01 0.00 0.00
H -2.083260 5.782545 -0.824940 -0.02 0.01 0.01
H -0.999095 3.622162 -1.285708 0.00 -0.05 -0.01

=====

Record 2
7
Properties=species:S:1:pos:R:3:forces:R:3 method="wB97M-V/def2-TZVPD" smiles="C=C=O.Cl" charge=0 de_lowest_kcal_mol=28.2 multiplicity=1 fmax_ev_per_a=5.99 e_homo_ev=-9.50
C 1.129127 -0.089932 -0.261377 1.04 0.36 -2.96
C 0.882123 -0.917723 0.673591 0.40 -4.48 3.96
O 0.829706 -1.766444 1.525055 -0.26 2.88 -2.55
H 1.665721 -0.407808 -1.192784 -0.38 -0.03 1.28
H 0.630880 0.820386 -0.377059 -0.68 1.23 0.26
Cl -2.222818 0.663472 0.020919 -0.58 0.75 -0.31
H -2.914739 1.698046 -0.388342 0.46 -0.72 0.31

=====

Record 3
43
Properties=species:S:1:pos:R:3:forces:R:3 method="wB97M-V/def2-TZVPD" charge=+1 de_lowest_kcal_mol=71.3 multiplicity=1 fmax_ev_per_a=2.59 e_homo_ev=-13.39
O -0.419151 -0.001919 2.238595 -1.04 -0.22 -0.71
H -3.979936 -0.936757 2.328291 -0.48 -0.24 -0.36
O 0.038428 -0.543860 -3.761064 0.24 0.14 -0.93
H 0.553087 3.236026 -0.575650 -0.26 0.10 -0.24
H -1.045825 -1.690543 1.808078 -1.03 1.28 0.07
O -0.737588 4.181501 0.386222 -0.14 -0.29 -0.88
H 1.703498 -2.758806 1.110881 0.99 -0.46 -0.05
H -0.326945 3.906306 1.207049 0.27 1.21 0.35
O 0.859276 2.733561 -1.343926 0.32 0.10 -0.04
H 3.879736 2.213267 -0.490884 -0.04 -0.03 -0.04
H 1.740120 3.051211 -1.550570 0.00 -0.01 -0.10
O 2.110590 0.009619 -1.111468 0.21 0.01 0.14
H 2.752162 0.464099 -0.536709 -0.18 -0.33 -0.26
H 1.684362 -0.627118 -0.533953 -0.23 -0.06 -0.04
O -1.556832 1.853174 0.586607 -0.34 0.23 0.88
H -0.512372 -2.316595 0.555281 -0.79 -0.56 -1.05
H 1.727466 -4.314247 0.594323 0.63 0.38 0.00
O -3.381713 -1.875713 -1.271455 -0.43 0.21 0.17
H -3.201892 -2.444766 -2.021235 -0.08 -0.13 -0.13
H -0.542872 -0.073286 -4.364385 -0.62 -0.17 -0.25
O -3.601395 -0.495336 1.566741 0.89 0.47 0.08
H -4.034821 -0.739981 0.743168 -0.34 -0.35 0.22
H -0.605088 -3.038972 1.938138 -0.23 -1.05 -0.72
O 4.121272 1.460550 0.059342 -0.18 0.37 -0.11
H -0.950576 0.360016 1.486658 0.51 0.07 -0.23
H -0.887204 0.508271 2.909651 0.24 -0.31 0.66
O -0.550836 -1.702203 -0.999097 -0.10 0.17 0.41
H -0.922370 0.313876 -2.517547 0.32 0.84 0.50
H -0.873156 5.113562 0.207887 0.40 0.28 0.85
O 1.229946 -3.580292 0.953427 -1.38 0.23 0.34
H -1.989154 2.097302 -0.235184 0.08 -0.49 -0.43
H 3.142442 -1.475876 3.725659 -0.21 -0.14 0.05
O 2.711975 -1.189912 2.911566 0.02 -0.26 0.10
H 4.949490 1.735252 0.446380 0.45 -0.09 0.28
H 3.415466 -0.715780 2.468890 0.13 0.30 -0.32
O -0.939658 0.769724 -1.650417 -0.47 -0.56 -0.60
H 0.878023 -0.292761 -4.170064 0.38 -0.29 0.56
H -0.070960 1.224883 -1.579293 -0.19 -0.08 0.02
O -1.178093 -2.545398 1.299041 1.85 0.74 1.65
H -0.842100 -0.751342 -1.201354 0.74 -0.16 0.34
H -1.609886 2.697003 1.062268 -0.31 -0.69 -0.11
H -0.211476 -2.061403 -1.824400 0.14 0.01 -0.04
H -2.525443 -1.756345 -0.855487 0.20 -0.16 -0.05

=====

Record 4
40
Properties=species:S:1:pos:R:3:forces:R:3 method="wB97M-V/def2-TZVPD" smiles=BrCCBr.BrCCBr.BrCCBr.BrCCBr.BrCCBr charge=0 de_lowest_kcal_mol=26.1 multiplicity=1 fmax_ev_per_a=1.88 e_homo_ev=-9.68
Br 3.032359 3.489489 -2.847745 -0.25 0.50 -0.28
C 2.324741 4.139889 -4.582824 1.26 -0.57 -0.46
C 1.084809 4.971163 -4.454890 -0.22 -0.72 -0.49
Br 0.589737 5.479225 -6.361986 0.24 -0.14 1.48
H 2.230126 3.215480 -5.152582 -0.65 0.13 0.13
H 3.158629 4.633924 -5.081492 -0.09 0.38 0.40
H 1.205318 5.830086 -3.794707 -0.01 0.16 -0.54
H 0.298956 4.322477 -4.067915 -0.25 0.32 -0.22
Br -0.843873 1.542289 -2.666377 1.43 -0.46 0.13
C 0.824010 0.895737 -1.696303 -0.74 0.29 0.23
C 0.840765 1.614392 -0.334530 -0.21 -0.69 -0.85
Br -0.736442 1.070432 0.683162 0.37 0.13 0.24
H 1.746012 1.039834 -2.259542 -0.38 0.74 -0.24
H 0.757892 -0.191171 -1.647877 -0.52 0.15 0.39
H 0.754020 2.696242 -0.435442 0.22 -0.21 -0.04
H 1.733516 1.319337 0.216872 -0.13 0.12 0.12
Br -4.013938 -0.807088 0.173827 0.29 -0.83 0.43
C -3.095528 -2.547291 0.428025 1.34 -0.15 -0.27
C -1.600952 -2.328206 0.054276 -0.69 -0.31 -0.97
Br -0.689815 -4.084406 -0.491723 -1.22 1.12 0.89
H -3.574371 -3.277789 -0.224044 0.07 0.34 -0.10
H -3.146115 -2.940197 1.443494 -0.39 0.50 0.08
H -1.026024 -1.770615 0.793635 -0.01 -0.68 0.28
H -1.558070 -1.706188 -0.839790 0.08 -0.34 -0.16
Br 3.280545 -2.717338 3.475568 -0.07 -0.08 -0.25
C 2.888890 -3.290993 1.658436 -1.56 0.55 -0.79
C 2.248412 -2.117573 0.857736 1.17 0.08 -0.27
Br 2.208252 -2.584401 -1.081587 0.60 0.40 0.67
H 2.124207 -4.067231 1.687227 0.30 -0.19 0.32
H 3.793500 -3.684862 1.195135 -0.09 0.34 0.11
H 2.875930 -1.231219 0.951032 0.12 -0.11 -0.25
H 1.240663 -1.774251 1.091582 0.01 -0.71 0.37
Br -4.859646 0.039895 4.178696 0.88 -0.55 0.33
C -3.201293 -1.006951 4.498420 0.52 -0.39 -0.17
C -2.005778 -0.284499 3.856904 -1.25 0.55 0.21
Br -0.355344 -1.308059 4.043267 -0.50 0.26 -0.25
H -3.329001 -2.002590 4.073580 -0.25 0.25 -0.48
H -3.048486 -1.243711 5.551366 -0.23 0.74 0.14
H -1.877899 0.711872 4.279983 0.32 -0.27 0.44
H -2.278716 -0.045131 2.829130 0.49 -0.64 -0.28

=====

Record 5
39
Properties=species:S:1:pos:R:3:forces:R:3 method="wB97M-V/def2-TZVPD" charge=-1 de_lowest_kcal_mol=15.4 multiplicity=1 fmax_ev_per_a=0.23 e_homo_ev=-4.36
Tl 0.023185 1.807588 -0.820493 0.15 0.01 -0.15
N -0.324224 -5.114659 1.819422 0.03 -0.06 0.07
C -0.816801 -4.043761 1.066773 -0.01 0.07 -0.07
C -2.171884 -3.712502 1.113383 -0.01 0.05 -0.04
C -2.665953 -2.675284 0.342160 0.06 -0.04 0.03
C -1.813575 -1.960316 -0.487707 -0.07 -0.05 0.07
C -0.471821 -2.294990 -0.554588 0.02 0.04 -0.04
C 0.026822 -3.329444 0.218263 -0.01 -0.02 0.02
S -2.451962 -0.599193 -1.419300 -0.12 -0.18 0.08
O -3.791098 -0.941453 -1.827229 0.06 0.03 0.00
O -1.481054 -0.350658 -2.471249 0.01 0.00 -0.12
N -2.319827 0.563529 -0.340239 0.00 0.07 -0.05
C -3.115727 1.649481 -0.256965 -0.02 0.00 0.09
N -2.461435 2.772919 0.148053 0.01 -0.04 0.02
C -3.179912 3.865032 0.348929 -0.06 0.02 -0.03
C -4.546732 3.910122 0.136849 0.03 -0.02 0.00
C -5.116681 2.726082 -0.315834 -0.01 0.04 0.01
N -4.440777 1.609719 -0.509349 0.04 0.05 0.01
H -0.855019 -5.303656 2.655369 0.01 -0.01 0.00
H 0.661836 -5.052737 2.020557 0.00 0.00 0.00
H -2.836617 -4.275421 1.758777 -0.01 0.00 0.00
H -3.714765 -2.412684 0.375833 -0.02 0.01 0.00
H 0.175957 -1.743280 -1.223785 0.01 -0.01 0.02
H 1.078177 -3.586719 0.166419 0.01 0.00 0.00
H -2.633079 4.742963 0.680481 0.00 0.00 0.00
H -5.125089 4.807033 0.299562 -0.01 0.00 0.00
H -6.181628 2.673749 -0.528362 0.00 0.01 0.00
F 7.222080 -0.288241 -0.762483 -0.02 0.01 0.00
C 6.172460 0.502911 -0.490697 -0.06 0.06 0.01
C 4.992275 -0.029939 -0.005030 0.01 0.07 -0.01
F 4.891462 -1.353944 0.193107 0.02 0.00 -0.01
C 3.921841 0.803139 0.270350 -0.04 -0.11 -0.01
F 2.805977 0.206642 0.726867 -0.01 0.00 0.00
C 3.954705 2.183260 0.090039 -0.06 -0.04 -0.07
Se 2.484538 3.307129 0.497876 0.03 0.09 0.13
C 5.158494 2.676170 -0.411565 0.09 0.03 -0.01
F 5.313774 3.987744 -0.639077 -0.02 -0.01 0.02
C 6.247561 1.869944 -0.695373 -0.06 -0.06 0.03
F 7.384524 2.403717 -1.169760 -0.01 -0.01 0.00

=====

Record 6
15
Properties=species:S:1:pos:R:3:forces:R:3 method="wB97M-V/def2-TZVPD" smiles="S=C1[C@H]2CC[C@]1(Cl)C2" charge=0 de_lowest_kcal_mol=12.0 multiplicity=1 fmax_ev_per_a=1.16 e_homo_ev=-8.69
S -2.530612 -1.488359 0.545121 0.17 0.15 0.01
C -1.124000 -0.770409 0.304648 -0.03 -0.40 -0.27
C 0.132781 -1.028864 -0.524266 -0.02 0.17 -0.04
C 0.237367 0.296017 -1.327007 -0.69 -0.30 0.16
C -0.105923 1.310614 -0.196354 0.52 -0.49 0.10
C -0.311092 0.320986 0.964429 0.18 0.26 0.03
Cl -0.756166 0.991242 2.515048 -0.01 0.00 0.00
C 0.875822 -0.661838 0.789056 1.10 0.36 -0.02
H 0.308442 -1.968508 -1.041948 -0.15 0.08 0.06
H -0.486824 0.316798 -2.150811 0.20 0.04 0.19
H 1.228653 0.441159 -1.722056 0.37 0.03 -0.17
H -0.976077 1.898427 -0.375433 -0.82 0.27 -0.21
H 0.696437 2.009614 -0.003263 0.32 0.02 0.21
H 0.911375 -1.447424 1.540728 -0.25 -0.04 -0.07
H 1.899818 -0.219457 0.682109 -0.90 -0.17 0.02